75
Properties=species:S:1:pos:R:3 method="wB97M-V/def2-TZVPD" multiplicity=6 charge=-1 s_squared=8.772 homo_energy_ev="-5.2 / -6.2" orbital_gap_ev="7.00 / 6.82" largest_force_ev_per_a=0.49
Ru 0.51 0.36 2.19
Cl 5.92 1.06 7.27
C 4.92 0.95 5.84
C 3.54 0.96 5.97
C 2.78 0.88 4.82
Cl 1.04 0.91 4.93
C 3.30 0.79 3.52
O 2.58 0.73 2.44
C 4.71 0.78 3.46
Cl 5.46 0.67 1.90
C 5.51 0.86 4.59
H 3.07 1.02 6.94
H 6.58 0.85 4.49
F -1.61 -1.37 -4.17
C -0.70 -2.16 -3.60
C 0.33 -1.63 -2.84
C 1.25 -2.53 -2.32
F 2.27 -2.07 -1.59
C 1.16 -3.89 -2.52
F 2.06 -4.73 -2.01
C 0.11 -4.38 -3.28
F 0.01 -5.69 -3.50
C -0.82 -3.52 -3.83
F -1.81 -4.00 -4.57
Ge 0.47 0.24 -2.26
S 0.40 0.32 -0.11
C -1.09 1.24 -2.92
C -2.33 0.93 -2.39
F -2.47 -0.13 -1.59
C -3.47 1.65 -2.69
F -4.65 1.33 -2.17
C -3.37 2.73 -3.55
F -4.46 3.44 -3.86
C -2.15 3.06 -4.11
F -2.07 4.09 -4.96
C -1.03 2.32 -3.79
F 0.12 2.68 -4.38
C 2.10 1.04 -3.00
C 3.02 0.40 -3.80
F 2.78 -0.82 -4.30
C 4.21 1.00 -4.17
F 5.09 0.36 -4.96
C 4.50 2.27 -3.73
F 5.64 2.86 -4.09
C 3.60 2.95 -2.93
F 3.87 4.19 -2.53
C 2.42 2.32 -2.57
F 1.57 2.99 -1.80
O -5.05 -6.00 1.11
C -3.97 -5.54 0.42
O -3.80 -5.92 -0.71
C -3.08 -4.57 1.12
C -2.23 -3.79 0.35
C -1.36 -2.90 0.94
C -1.30 -2.79 2.33
S -0.15 -1.74 3.14
C -2.15 -3.57 3.11
C -3.03 -4.45 2.51
H -5.10 -5.55 1.96
H -2.28 -3.89 -0.73
H -0.71 -2.27 0.33
H -2.10 -3.49 4.19
H -3.65 -5.07 3.15
N -4.11 6.34 2.59
C -3.43 5.41 2.54
C -2.57 4.25 2.48
C -3.10 2.99 2.24
C -2.27 1.89 2.18
C -0.89 2.01 2.37
C -0.37 3.29 2.61
C -1.19 4.40 2.67
H -4.17 2.89 2.10
H -2.70 0.92 1.98
H 0.70 3.42 2.75
H -0.78 5.39 2.85

81
Properties=species:S:1:pos:R:3 method="wB97M-V/def2-TZVPD" multiplicity=2 charge=+3 s_squared=1.079 homo_energy_ev="-15.9 / -15.9" orbital_gap_ev="4.36 / 5.00" largest_force_ev_per_a=4.38
Tc 0.67 0.02 -0.64
O 2.18 1.23 6.13
N 1.22 1.89 5.83
O 0.58 2.62 6.54
C 0.79 1.82 4.42
C 0.13 2.88 3.89
C -0.23 2.91 2.52
C -1.00 3.94 1.94
C -1.31 3.84 0.60
C -0.84 2.76 -0.15
N -0.08 1.80 0.36
C 0.19 1.85 1.68
C 0.84 0.71 2.26
N 1.08 -0.32 1.42
C 1.49 -1.47 1.93
C 1.75 -1.64 3.29
C 1.57 -0.58 4.15
C 1.11 0.65 3.64
H -0.14 3.71 4.53
H -1.34 4.77 2.54
H -1.91 4.59 0.12
H -1.11 2.68 -1.19
H 1.58 -2.30 1.23
H 2.07 -2.60 3.66
H 1.77 -0.70 5.21
Se 6.87 4.69 -2.96
N 6.64 3.18 -2.09
C 5.36 2.88 -2.07
C 4.80 1.71 -1.43
C 5.63 0.75 -0.85
C 5.02 -0.34 -0.27
C 3.64 -0.43 -0.26
N 2.82 0.47 -0.82
C 3.40 1.53 -1.43
C 2.56 2.44 -2.17
N 1.26 2.14 -2.28
C 0.49 2.88 -3.06
C 0.94 4.00 -3.75
C 2.27 4.37 -3.62
C 3.10 3.57 -2.84
C 4.51 3.82 -2.74
N 5.15 4.84 -3.27
H 6.70 0.88 -0.88
H 5.60 -1.14 0.18
H 3.19 -1.30 0.19
H -0.54 2.59 -3.18
H 0.26 4.56 -4.38
H 2.68 5.23 -4.11
N -0.99 -1.44 -2.95
N -0.23 -0.26 -2.80
H -0.65 -2.05 -3.68
H -1.99 -1.28 -3.00
H -0.67 0.55 -3.24
H 0.69 -0.44 -3.25
F -4.14 -1.53 -1.09
C -4.70 -2.32 -0.16
C -5.98 -2.78 -0.33
F -6.66 -2.44 -1.41
C -6.60 -3.64 0.64
C -5.81 -3.99 1.78
C -4.54 -3.48 1.96
F -3.85 -3.79 3.04
C -3.94 -2.62 1.00
C -2.65 -2.07 1.20
C -1.88 -1.36 0.32
N -1.04 -0.74 -0.21
C -1.94 -2.13 2.43
N -1.28 -2.07 3.36
F -6.30 -4.81 2.68
C -7.92 -4.10 0.50
C -8.54 -5.00 1.39
N -9.08 -5.77 2.05
C -8.77 -3.70 -0.56
N -9.49 -3.39 -1.40
Cl 3.40 -4.11 -0.99
C 2.49 -3.65 -2.43
Cl 1.06 -4.70 -2.64
C 1.97 -2.20 -2.29
O 2.09 -1.45 -3.25
O 1.44 -1.91 -1.18
H 3.12 -3.72 -3.32

74
Properties=species:S:1:pos:R:3 method="wB97M-V/def2-TZVPD" multiplicity=3 charge=+1 s_squared=2.052 homo_energy_ev="-10.7 / -11.0" orbital_gap_ev="6.08 / 6.64" largest_force_ev_per_a=1.70
Mo 0.58 0.88 0.42
Cl 2.30 0.04 2.08
C 2.25 -1.70 2.09
C 3.25 -2.36 2.79
C 3.27 -3.74 2.79
C 2.31 -4.46 2.09
C 1.32 -3.79 1.38
C 1.27 -2.40 1.39
P 0.01 -1.51 0.42
C 0.21 -2.29 -1.22
C -0.88 -2.43 -2.08
C -0.73 -3.03 -3.32
C 0.52 -3.49 -3.72
C 1.61 -3.34 -2.88
C 1.46 -2.74 -1.64
C -1.66 -2.07 0.85
C -1.97 -3.20 1.59
C -3.30 -3.53 1.83
C -4.32 -2.75 1.30
C -4.01 -1.62 0.56
C -2.69 -1.27 0.34
H 3.99 -1.79 3.33
H 4.04 -4.26 3.34
H 2.34 -5.54 2.08
H 0.61 -4.35 0.79
H -1.87 -2.10 -1.78
H -1.59 -3.15 -3.96
H 0.64 -3.97 -4.68
H 2.59 -3.71 -3.19
H 2.33 -2.62 -1.00
H -1.18 -3.81 2.01
H -3.53 -4.40 2.42
H -5.35 -3.01 1.49
H -4.80 -1.01 0.14
H -2.45 -0.37 -0.21
O 1.43 0.74 -5.56
C 1.32 0.91 -4.39
C 2.32 0.54 -3.30
O 3.52 0.49 -3.39
C 1.51 0.42 -2.09
C 0.25 0.99 -2.27
O -0.52 1.11 -1.21
C 0.09 1.46 -3.65
O -0.76 2.19 -4.11
O 1.83 -0.05 -0.91
Br -0.66 -0.40 3.77
C -1.97 0.73 2.96
C -3.27 0.50 3.27
C -4.27 1.38 2.82
C -3.90 2.56 2.24
C -2.54 2.87 2.03
C -2.13 4.20 1.76
C -0.80 4.52 1.78
C 0.17 3.51 1.84
C -0.18 2.16 1.88
C -1.54 1.87 2.24
H -3.54 -0.37 3.86
H -5.31 1.16 3.00
H -4.64 3.31 1.97
H -2.89 4.96 1.64
H -0.48 5.55 1.70
H 1.21 3.79 1.78
Se 5.28 2.24 -0.95
N 4.70 3.53 -1.96
C 3.41 3.68 -1.71
C 2.53 4.57 -2.36
C 1.22 4.54 -1.98
C 0.77 3.65 -1.00
N 1.53 2.76 -0.37
C 2.87 2.78 -0.70
N 3.75 1.98 -0.14
H 2.91 5.23 -3.13
H 0.50 5.20 -2.44
H -0.28 3.63 -0.73